No. 1
{
  "formula": "C32H22ClCoN5O3",
  "method": "wB97M-V/def2-TZVPD",
  "elements": ["Co", "Cl", "C", "C", "C", "C", "O", "C", "C", "N", "C", "C", "C", "C", "C", "C", "C", "C", "N", "C", "C", "H", "H", "H", "H", "H", "H", "H", "H", "H", "H", "C", "O", "C", "C", "C", "C", "C", "C", "N", "N", "C", "C", "C", "C", "O", "C", "N", "C", "C", "C", "C", "H", "H", "H", "H", "H", "H", "H", "H", "H", "H", "H", "H"],
  "xyz": [[0.0569, -0.0671, -0.2512], [-5.7018, -1.4438, 3.6951], [-4.3885, -1.4330, 2.5679], [-4.6065, -1.8974, 1.2654], [-3.5976, -1.8245, 0.3425], [-2.3389, -1.2512, 0.6580], [-1.4600, -1.1104, -0.2636], [-2.1133, -0.8455, 2.0157], [-0.8852, -0.2717, 2.4201], [0.1151, 0.0307, 1.6206], [1.2058, 0.7679, 2.0581], [1.4654, 1.2475, 3.3401], [2.5932, 2.0278, 3.5795], [3.4956, 2.3290, 2.5841], [3.2945, 1.8436, 1.2788], [4.1781, 2.0498, 0.1992], [3.8641, 1.5101, -1.0284], [2.6631, 0.8305, -1.2020], [1.7982, 0.6386, -0.2111], [2.1239, 1.0890, 1.0246], [-3.1638, -0.9509, 2.9500], [-5.5720, -2.2996, 0.9973], [-3.7434, -2.1726, -0.6692], [-0.8068, -0.0329, 3.4785], [0.8034, 1.0305, 4.1635], [2.7586, 2.4025, 4.5793], [4.3631, 2.9350, 2.7938], [5.0857, 2.6145, 0.3454], [4.5330, 1.6137, -1.8677], [2.3803, 0.4330, -2.1655], [-2.9955, -0.6265, 3.9668], [-8.4589, 1.6314, 0.8247], [-7.8095, 1.0671, -0.2876], [-7.1252, 1.8888, -1.1224], [-7.1816, 3.2842, -1.1130], [-6.3979, 4.0197, -1.9758], [-5.4854, 3.3811, -2.8308], [-5.5005, 1.9710, -2.8963], [-6.3114, 1.2475, -2.0653], [-4.6221, 4.1314, -3.5647], [-3.5588, 3.6723, -4.0610], [-2.6357, 2.8763, -3.5394], [-1.7995, 2.1390, -4.4095], [-0.9192, 1.1945, -3.9523], [-0.7556, 0.9394, -2.5701], [0.0141, 0.0221, -2.1094], [-1.4435, 1.8247, -1.6705], [-1.0814, 1.7231, -0.3746], [-1.6205, 2.5289, 0.5162], [-2.5555, 3.4979, 0.1736], [-2.9314, 3.6325, -1.1490], [-2.3853, 2.7846, -2.1159], [-8.8395, 0.7905, 1.4001], [-9.2931, 2.2723, 0.5251], [-7.7595, 2.2042, 1.4418], [-7.8349, 3.8008, -0.4268], [-6.4345, 5.0986, -1.9540], [-4.8739, 1.4751, -3.6247], [-6.3240, 0.1698, -2.1015], [-1.9397, 2.2895, -5.4698], [-0.3503, 0.5988, -4.6484], [-1.2834, 2.4236, 1.5377], [-2.9496, 4.1521, 0.9339], [-3.6151, 4.4157, -1.4346]],
  "orbital_gap_ev": [4.94, 4.92],
  "s_squared": 0.759,
  "lumo_energy_ev": [-1.2, -1.2],
  "relative_energy_kj_mol": 54.0,
  "multiplicity": 2,
  "homo_energy_ev": [-6.12, -6.13],
  "energy_ha": -3575.089064
}



No. 2
{
  "formula": "C32H22ClCoN5O3",
  "method": "wB97M-V/def2-TZVPD",
  "elements": ["Co", "Cl", "C", "C", "C", "C", "O", "C", "C", "N", "C", "C", "C", "C", "C", "C", "C", "C", "N", "C", "C", "H", "H", "H", "H", "H", "H", "H", "H", "H", "H", "C", "O", "C", "C", "C", "C", "C", "C", "N", "N", "C", "C", "C", "C", "O", "C", "N", "C", "C", "C", "C", "H", "H", "H", "H", "H", "H", "H", "H", "H", "H", "H", "H"],
  "xyz": [[-0.6217, -0.7154, -0.6278], [2.7110, -0.7332, 5.7471], [1.6677, -0.8096, 4.3589], [0.2729, -0.8800, 4.5572], [-0.5804, -0.9375, 3.4971], [-0.0985, -0.9196, 2.1531], [-0.9564, -0.9576, 1.2004], [1.3155, -0.8659, 1.9739], [1.9139, -0.9270, 0.6981], [1.2733, -0.9691, -0.4352], [1.9593, -1.0789, -1.6589], [3.2976, -1.3230, -1.8634], [3.8163, -1.3783, -3.1732], [3.0151, -1.2053, -4.2690], [1.6314, -0.9770, -4.0941], [0.7100, -0.8036, -5.1523], [-0.6130, -0.6005, -4.8780], [-1.0423, -0.5680, -3.5367], [-0.2022, -0.7266, -2.5383], [1.1200, -0.9236, -2.7899], [2.1776, -0.8070, 3.1001], [-0.1119, -0.8868, 5.5684], [-1.6497, -0.9832, 3.6359], [3.0018, -0.9371, 0.6821], [3.9723, -1.4871, -1.0351], [4.8738, -1.5654, -3.3020], [3.4244, -1.2478, -5.2697], [1.0669, -0.8338, -6.1745], [-1.3409, -0.4632, -5.6639], [-2.0724, -0.4049, -3.2445], [3.2487, -0.7610, 2.9479], [-2.8842, -1.1289, 7.6389], [-3.1374, -1.6352, 6.3436], [-4.0845, -1.0019, 5.5969], [-4.2825, -1.5160, 4.3129], [-5.1832, -0.9280, 3.4561], [-5.9302, 0.1741, 3.8806], [-5.7848, 0.6325, 5.1799], [-4.8478, 0.0719, 6.0398], [-6.9677, 0.8045, 3.1275], [-6.8951, 1.0065, 1.9090], [-5.6882, 0.8116, 1.1706], [-5.8130, 0.1205, -0.0125], [-4.6952, -0.2162, -0.7871], [-3.4195, 0.1853, -0.4066], [-2.3624, -0.1649, -1.0747], [-3.3110, 1.1085, 0.7086], [-2.1183, 1.7300, 0.8762], [-2.0025, 2.5956, 1.8488], [-3.0523, 2.9272, 2.7289], [-4.2677, 2.3323, 2.5512], [-4.4339, 1.3873, 1.5153], [-2.0968, -1.7487, 8.0598], [-3.7709, -1.1958, 8.2746], [-2.5476, -0.0890, 7.5986], [-3.7124, -2.3834, 4.0081], [-5.3271, -1.3438, 2.4677], [-6.4125, 1.4479, 5.5148], [-4.7405, 0.4677, 7.0389], [-6.7988, -0.2179, -0.3058], [-4.8111, -0.8200, -1.6783], [-1.0417, 3.0914, 1.9475], [-2.8940, 3.6602, 3.5082], [-5.1087, 2.6037, 3.1782]],
  "orbital_gap_ev": [5.71, 5.73],
  "s_squared": 0.764,
  "lumo_energy_ev": [-1.1, -1.1],
  "relative_energy_kj_mol": 23.2,
  "multiplicity": 2,
  "homo_energy_ev": [-6.80, -6.83],
  "energy_ha": -3575.100786
}



No. 3
{
  "formula": "C32H22F5N7O5RhS",
  "method": "wB97M-V/def2-TZVPD",
  "elements": ["Rh", "C", "C", "C", "C", "C", "C", "C", "F", "C", "C", "C", "O", "C", "C", "N", "C", "C", "O", "O", "H", "H", "H", "H", "H", "H", "H", "H", "H", "H", "H", "O", "S", "N", "F", "C", "C", "F", "C", "C", "C", "F", "C", "C", "C", "N", "C", "N", "F", "C", "C", "N", "C", "N", "O", "C", "C", "C", "C", "C", "C", "N", "H", "H", "H", "H", "H", "H", "H", "H", "H", "H", "H"],
  "xyz": [[0.2715, -0.0533, 0.0313], [3.8808, 5.1693, 4.0256], [4.0713, 5.2499, 2.5130], [5.5459, 5.4462, 2.1909], [5.7899, 5.4001, 0.6895], [5.3300, 4.0694, 0.1669], [5.9326, 3.4680, -0.9129], [5.4859, 2.2316, -1.3746], [6.0813, 1.6898, -2.4451], [4.4495, 1.5750, -0.7726], [3.8082, 2.1819, 0.3144], [2.6343, 1.5292, 0.8830], [2.3819, 0.3281, 0.5781], [1.8499, 2.3523, 1.7362], [2.3770, 3.5250, 2.2112], [3.5587, 4.0257, 1.8440], [4.2442, 3.4275, 0.7959], [0.4356, 2.0250, 2.1681], [0.0019, 2.5336, 3.1806], [-0.2789, 1.2659, 1.3896], [4.4218, 5.9929, 4.4894], [4.2905, 4.2348, 4.4113], [2.8393, 5.2496, 4.3308], [3.5045, 6.0992, 2.1196], [6.1301, 4.6606, 2.6777], [5.8601, 6.4043, 2.6020], [6.8454, 5.5477, 0.4645], [5.2318, 6.2032, 0.1984], [6.7527, 3.9562, -1.4241], [4.0970, 0.6187, -1.1303], [1.8000, 4.0751, 2.9412], [-0.8111, 0.3661, -3.4767], [-0.0116, 1.3998, -2.8363], [0.3406, 1.1801, -1.3885], [-1.5833, -4.9750, -4.7039], [-2.3991, -4.1326, -4.1000], [-3.7422, -4.1927, -4.4215], [-4.1233, -5.1138, -5.2840], [-4.6880, -3.3298, -3.8490], [-4.1726, -2.4123, -2.9215], [-2.8408, -2.3696, -2.5851], [-2.5119, -1.5070, -1.6307], [-1.8879, -3.2253, -3.1611], [-0.4697, -3.2186, -2.8231], [0.0532, -2.2649, -1.9533], [0.4993, -1.4836, -1.2341], [0.4543, -4.1406, -3.3556], [1.2603, -4.8662, -3.7496], [-4.9808, -1.5536, -2.3155], [-6.0956, -3.3964, -4.1711], [-6.6172, -4.2281, -5.1826], [-7.0999, -4.8819, -6.0027], [-7.0721, -2.6549, -3.4762], [-7.9065, -2.0901, -2.9125], [-0.1958, -1.4986, 1.4241], [-1.3235, -1.7173, 1.9478], [-1.5069, -2.9500, 2.7871], [-2.4178, -4.0010, 2.0986], [-3.3453, -3.4287, 1.0236], [-4.3506, -2.3995, 1.5432], [-3.6969, -1.2207, 2.2918], [-2.3617, -0.9130, 1.7922], [-1.9331, -2.6482, 3.7445], [-0.5198, -3.3637, 2.9737], [-3.0137, -4.5073, 2.8582], [-1.7839, -4.7543, 1.6304], [-3.9006, -4.2511, 0.5684], [-2.7319, -2.9859, 0.2344], [-5.0505, -2.8886, 2.2228], [-4.9373, -2.0196, 0.7044], [-3.6234, -1.4489, 3.3546], [-4.3025, -0.3244, 2.1878], [-2.2235, -0.0710, 1.2536]],
  "orbital_gap_ev": [7.80, 4.35],
  "s_squared": 6.053,
  "lumo_energy_ev": [-3.3, -6.8],
  "charge": 1,
  "relative_energy_kj_mol": 67.7,
  "multiplicity": 5,
  "homo_energy_ev": [-11.11, -11.12],
  "energy_ha": -2999.831941
}



No. 4
{
  "formula": "C32H22FeN7O12S",
  "method": "wB97M-V/def2-TZVPD",
  "elements": ["Fe", "N", "C", "C", "N", "C", "C", "N", "C", "C", "N", "H", "H", "H", "H", "H", "H", "O", "C", "O", "C", "C", "C", "C", "C", "C", "O", "N", "O", "O", "N", "O", "O", "H", "H", "O", "C", "C", "C", "C", "C", "C", "C", "O", "N", "O", "O", "H", "H", "H", "H", "O", "S", "C", "C", "C", "C", "C", "C", "C", "C", "C", "C", "C", "C", "H", "H", "H", "H", "H", "H", "H", "H", "H", "H"],
  "xyz": [[0.3697, -1.3991, 0.8138], [2.3509, -2.9651, 3.9834], [1.2303, -2.6328, 4.7166], [0.3597, -2.0551, 3.8426], [0.9354, -2.0387, 2.6068], [2.1188, -2.5885, 2.7122], [2.8799, -2.6233, 1.4904], [2.2729, -2.1340, 0.4350], [3.1639, -2.1868, -0.6007], [4.3253, -2.7394, -0.1552], [4.1326, -3.0092, 1.1870], [3.1676, -3.4304, 4.3378], [1.1614, -2.8292, 5.7707], [-0.6219, -1.6525, 4.0174], [2.9128, -1.8134, -1.5765], [5.2535, -2.9572, -0.6509], [4.8099, -3.4130, 1.8091], [0.3454, 1.9064, 3.1122], [-0.1065, 1.0378, 2.3868], [0.6522, 0.2779, 1.6561], [-1.5891, 0.8772, 2.2415], [-2.3827, 1.9420, 2.5964], [-3.7558, 1.8663, 2.4182], [-4.3522, 0.7339, 1.9111], [-3.5611, -0.3482, 1.5738], [-2.1431, -0.3185, 1.7187], [-1.4195, -1.3404, 1.4160], [-4.2635, -1.5177, 1.0343], [-5.4517, -1.3930, 0.7934], [-3.6472, -2.5503, 0.8550], [-4.5924, 3.0130, 2.7669], [-4.0359, 4.0135, 3.1786], [-5.7954, 2.9064, 2.6225], [-1.9168, 2.8293, 3.0003], [-5.4210, 0.6845, 1.7758], [-0.0928, -3.3122, 0.5628], [-0.8445, -3.7775, -0.3054], [-1.3066, -3.1204, -1.4725], [-2.0244, -3.8797, -2.4080], [-2.4603, -3.2958, -3.5609], [-2.2321, -1.9305, -3.8133], [-1.5485, -1.1718, -2.9115], [-1.0300, -1.7382, -1.7070], [-0.3692, -0.9861, -0.9177], [-3.1658, -4.1008, -4.5510], [-3.3631, -5.2744, -4.2969], [-3.5126, -3.5535, -5.5808], [-1.1689, -4.8152, -0.1631], [-2.2326, -4.9251, -2.2227], [-2.6171, -1.4997, -4.7266], [-1.3787, -0.1179, -3.0863], [1.9171, 0.2975, -0.6071], [2.2762, 1.6499, -0.0803], [3.1648, 2.4451, -1.4227], [2.7999, 2.2030, -2.7392], [3.5029, 2.8221, -3.7582], [4.5609, 3.6753, -3.4589], [4.9220, 3.9051, -2.1407], [4.2238, 3.2814, -1.1131], [0.7999, 2.6664, -0.1600], [-0.3138, 2.1995, -0.8358], [-1.4768, 2.9567, -0.8150], [-1.5162, 4.1576, -0.1187], [-0.3912, 4.6076, 0.5609], [0.7747, 3.8563, 0.5494], [1.9781, 1.5282, -2.9468], [3.2267, 2.6456, -4.7898], [5.1064, 4.1576, -4.2597], [5.7499, 4.5627, -1.9095], [4.4996, 3.4443, -0.0777], [-0.2664, 1.2379, -1.3284], [-2.3610, 2.5977, -1.3275], [-2.4304, 4.7368, -0.0892], [-0.4301, 5.5314, 1.1228], [1.6438, 4.1808, 1.1094]],
  "orbital_gap_ev": [7.96, 7.83],
  "s_squared": 0.782,
  "lumo_energy_ev": [-0.6, -0.7],
  "relative_energy_kj_mol": 0.0,
  "multiplicity": 2,
  "homo_energy_ev": [-8.52, -8.53],
  "energy_ha": -4180.501365
}